C4H6NO2 | ωB97M-V/def2-TZVPD

Values from the calculation:
- Lowest unoccupied orbital energy (spin up / spin down): -0.2693 / -0.2692 hartree
- 2S+1: 1
- Energy above the lowest of the compared OMol25 structures with the same formula, charge and spin: 5.612 eV
- Charge: +1
- Strongest force on any atom: 5.7 eV Å⁻¹
- E: -360.76769 hartree

Atoms and positions in Å:
C (-1.18, -0.39, 0.07)
C (-1.97, -0.54, -1.04)
C (0.17, -0.85, -0.25)
C (1.18, 0.33, -0.09)
N (-1.40, -1.00, -2.11)
O (-1.61, -1.26, -3.19)
O (0.30, -1.20, -1.53)
H (-1.46, 0.07, 1.03)
H (-3.05, -0.34, -1.29)
H (0.30, -1.79, 0.48)
H (1.03, 1.00, -0.89)
H (2.23, -0.16, -0.36)
H (1.02, 0.84, 0.93)

Atomic partial charges in e from the Löwdin method, atoms 1 to 6: 0.145 0.005 -0.470 0.015 -0.035 0.325